Here is C6H8N3O as an isolated structure from the Open Molecules 2025 dataset. Energies are from ωB97M-V with the def2-TZVPD basis set.

```
! wB97M-V def2-TZVPD RIJCOSX def2/J DEFGRID3
* xyz 1 1
C 2.589 -1.301 0.005
C 1.262 -1.514 0.137
C 1.983 0.811 -0.082
C 0.041 2.182 0.294
C -0.740 -0.061 -0.035
C -1.848 -0.995 -0.249
N 2.928 0.042 -0.114
N 0.543 -0.342 0.107
N 1.387 1.972 -0.234
O -0.980 1.245 -0.081
H 3.380 -2.025 -0.013
H 0.814 -2.476 0.298
H 0.065 2.200 1.396
H -0.330 3.141 -0.076
H -1.818 -1.782 0.501
H -1.755 -1.470 -1.227
H -2.794 -0.460 -0.199
H 1.874 2.748 -0.663
*
```

## Properties
gap between HOMO and LUMO: 8.72 eV
calculated total energy: -472.63571 Eh
ΔE to the lowest compared entry with this formula, charge and spin: 207.2 kJ/mol
E_HOMO: -13.0 eV

---

Here is a 2-piece molecular cluster, C6H8N3O2 overall from the Open Molecules 2025 dataset. Energies are from ωB97M-V with the def2-TZVPD basis set.

```
! wB97M-V def2-TZVPD RIJCOSX def2/J DEFGRID3
* xyz -1 1
C -0.132 -1.005 0.471
C -1.891 0.042 -0.527
C 1.368 -1.214 0.611
C 1.931 -0.367 -0.589
C 0.750 0.534 -1.116
C -0.471 -0.029 -0.531
N -1.164 -1.492 1.120
N -2.197 -0.957 0.367
N -0.861 1.887 1.249
O 0.092 2.601 0.826
O -2.760 0.647 -1.125
H 1.820 -0.832 1.646
H 1.708 -2.358 0.565
H 2.751 0.079 -0.191
H 2.099 -0.901 -1.500
H 1.043 1.591 -0.643
H 0.581 0.672 -2.262
H -3.012 -1.184 0.905
H -1.654 2.286 0.724
*
```

## Properties
gap between HOMO and LUMO (spin up / spin down): 6.85 / 6.85 eV
calculated total energy: -548.06676 Eh
ΔE to the lowest compared entry with this formula, charge and spin: 261.3 kJ/mol
E_HOMO (spin up / spin down): -3.0 / -3.0 eV

---

Here is one molecule with the formula C6H8N3P3 from the Open Molecules 2025 dataset. Energies are from ωB97M-V with the def2-TZVPD basis set.

```
! wB97M-V def2-TZVPD RIJCOSX def2/J DEFGRID3
* xyz 0 1
C 3.229 0.110 0.036
C 2.676 -1.160 -0.200
C 2.438 1.134 0.402
C 1.319 -1.260 -0.309
C 1.065 1.085 0.422
C 0.495 -0.162 0.031
N -3.381 -1.302 0.109
N -3.139 1.350 0.309
N -0.871 -0.233 0.097
P -4.182 -0.036 0.492
P -1.840 -1.615 -0.438
P -1.754 1.472 -0.765
H 4.297 0.179 0.116
H 3.339 -1.912 -0.373
H 2.915 2.005 0.761
H 0.949 -2.290 -0.627
H 0.474 1.996 0.596
H -3.727 2.157 0.376
H -1.614 -2.309 0.752
H -2.688 0.792 -1.786
*
```

## Properties
gap between HOMO and LUMO: 7.47 eV
calculated total energy: -1421.72000 Eh
SMILES string: c1ccc(-n2[pH]np[nH][pH]2)cc1
ΔE to the lowest compared entry with this formula, charge and spin: 56.5 kJ/mol
E_HOMO: -7.7 eV